Below is C5H11NO in the gas phase, with properties calculated with wB97M-V/def2-TZVPD.

XYZ file:
```
18
C5H11NO | the Open Molecules 2025 dataset | wB97M-V/def2-TZVPD
C 1.14 -0.11 0.23
C 2.49 0.32 -0.79
C -2.40 0.66 -0.19
N 0.10 0.15 -0.63
C -1.29 -0.33 0.01
C -1.48 -1.54 0.52
O 1.16 0.67 1.38
H 1.87 0.38 1.96
H 0.04 1.13 -0.86
H 1.25 -1.18 0.44
H 3.37 -0.09 -0.29
H 2.54 1.40 -0.84
H 2.40 -0.12 -1.78
H -3.36 0.24 0.12
H -2.22 1.57 0.39
H -2.48 0.94 -1.24
H -0.66 -2.20 0.76
H -2.46 -1.88 0.81
```

Properties
Structure (SMILES): C=C(C)N[C@@H](C)O
E_HOMO: -8.85 eV
E: -8899.3296 eV
Kohn-Sham gap: 9.78 eV
Multiplicity: 1

natural (NBO) population analysis, charges in e, atoms 1 to 5: 0.28 -0.64 -0.66 -0.64 0.21